Record 1
ORCA calculation (the ωB97M-V functional and the def2-TZVPD basis) on C14H31N5O7Zn as an isolated structure at a distorted geometry.

Each line ends with the Löwdin charge.
Element x y z (Å)
Zn -0.38592 -0.07219 -0.31979  0.66
O 0.55674 0.61786 -2.07915  0.00
C 1.27837 0.29445 -3.02840  -0.51
N 2.60333 0.08853 -2.88145  0.21
C 0.67197 -0.21326 -4.30052  0.02
H 3.11333 0.36606 -2.06128  0.11
H 3.12919 -0.02269 -3.73385  0.12
H 1.36767 -0.52158 -5.08083  0.09
H 0.12294 0.61957 -4.75074  0.10
H 0.02081 -1.05115 -4.07184  0.09
O -1.21624 -0.53387 1.46761  -0.02
C -1.07058 -0.64111 2.69353  -0.50
N -1.83314 0.07680 3.52407  0.21
C -0.07129 -1.57214 3.33973  0.03
H -1.99933 -0.18154 4.48707  0.13
H -2.68645 0.49109 3.16473  0.13
H 0.96140 -1.28077 3.18150  0.08
H -0.24559 -2.53910 2.86845  0.09
H -0.32117 -1.65937 4.39403  0.09
O 1.23303 -1.30143 -0.16950  -0.01
C 1.96842 -2.15090 0.35263  -0.50
N 1.46819 -3.33510 0.74368  0.20
C 3.45878 -1.97685 0.57117  0.04
H 0.51660 -3.49755 0.44885  0.13
H 1.96399 -4.07404 1.20736  0.13
H 3.96250 -2.92529 0.73097  0.09
H 3.51312 -1.48459 1.55068  0.09
H 3.90466 -1.34538 -0.18697  0.09
O -1.68537 -1.06536 -1.59302  -0.02
C -2.59560 -1.39128 -2.38116  -0.52
N -3.09064 -2.62405 -2.37713  0.21
C -3.05477 -0.40866 -3.42215  0.04
H -3.65655 -3.03687 -3.10026  0.13
H -2.71279 -3.28019 -1.71186  0.13
H -3.46745 0.47130 -2.92855  0.09
H -3.89914 -0.79489 -4.00011  0.09
H -2.26894 -0.13065 -4.11464  0.08
O -1.94429 1.38436 -0.39985  -0.01
C -3.10218 1.73307 -0.17333  -0.53
N -3.42875 3.03046 -0.06923  0.21
C -4.12715 0.67498 0.09967  0.02
H -4.41095 3.23992 -0.06320  0.12
H -2.69669 3.71239 -0.16117  0.13
H -3.68937 -0.04686 0.78296  0.08
H -4.43312 0.23320 -0.84815  0.08
H -5.05161 1.02230 0.56766  0.09
O 0.65825 1.36592 0.69023  0.08
C 1.63237 1.66255 1.33633  -0.43
O 2.17052 0.86852 2.25809  0.03
C 3.26953 1.52518 2.95944  -0.10
C 3.42722 2.90709 2.33131  -0.13
C 2.47590 2.89745 1.13091  -0.04
H 4.15177 0.92877 2.71202  0.12
H 3.16201 1.45914 4.03663  0.13
H 4.42419 3.24333 2.06302  0.12
H 3.05598 3.69433 2.99300  0.12
H 3.06242 2.77383 0.21974  0.14
H 1.83981 3.77627 1.10108  0.14

The HOMO energy comes out at -15.3 eV. The charge is +2. As for the spin multiplicity: 1.

---

Record 2
ORCA calculation (the ωB97M-V functional and the def2-TZVPD basis) on one molecule with the formula C5H7NO at a distorted geometry.

Each line ends with the Löwdin charge.
Element x y z (Å)
H 1.29518 -2.45983 0.38773  0.08
N 0.94423 -1.57092 0.02850  0.10
C -0.35219 -1.38159 0.10876  -0.18
C -0.71002 -0.02727 0.15715  -0.31
C -2.00612 0.62665 -0.14364  -0.04
O 0.16891 0.75505 1.00658  0.06
C 1.12852 0.44865 0.18439  -0.26
C 2.23836 0.99052 -0.26948  0.05
H -1.08816 -2.18374 0.08484  0.13
H -2.68789 -0.09022 -0.60320  0.08
H -2.47170 1.01874 0.76675  0.08
H -1.87837 1.46161 -0.83720  0.08
H 2.89406 0.42413 -0.91074  0.06
H 2.52519 1.98821 0.03955  0.06

The HOMO energy comes out at -7.8 eV. The charge is 0. As for the structure (SMILES): [H]/N=C/[C@@]1(C)OC1=C. As for the spin multiplicity: 1.

---

Record 3
ORCA calculation (the ωB97M-V functional and the def2-TZVPD basis) on C5H13F4KN2O16PS5 as an isolated structure at a distorted geometry.

Each line ends with the Löwdin charge.
Element x y z (Å)
K -2.07783 -1.11338 -0.76147  0.95
N -4.05315 -4.81249 1.44140  -0.24
S -3.74031 -4.86850 2.84885  0.33
O -3.67993 -6.09813 3.63152  -0.28
O -3.91257 -3.59364 3.43709  -0.30
F -2.12837 -4.61667 2.48953  -0.28
S -5.67066 -5.37446 1.76741  0.63
O -6.58613 -4.60842 2.60372  -0.29
O -5.86721 -6.81693 1.55070  -0.30
F -6.53050 -4.91118 0.44576  -0.26
N -1.29937 -3.09124 -4.76505  -0.30
S -2.63619 -3.26274 -5.88502  0.65
O -2.66659 -4.62210 -6.45526  -0.30
O -2.99203 -2.05740 -6.68141  -0.32
F -3.84987 -3.20344 -4.80389  -0.23
S -0.38354 -2.37329 -5.71984  0.44
O -0.33129 -0.92057 -5.63300  -0.33
O -0.18195 -3.00734 -7.06404  -0.34
F 1.02483 -2.77066 -4.99650  -0.24
C 2.99033 2.44309 2.42822  -0.11
O 2.42396 1.56280 3.44428  -0.23
P 2.72921 -0.02615 3.12767  0.53
O 2.26643 -0.45430 1.76425  -0.27
O 4.36566 -0.13168 3.24195  -0.27
C 5.18214 -1.35786 3.23816  -0.06
O 2.20285 -0.88471 4.48530  -0.25
C 2.80485 -0.71807 5.79721  -0.09
H 3.70052 3.12909 2.88989  0.08
H 2.29055 3.17937 2.03285  0.09
H 3.60481 1.90728 1.70474  0.08
H 5.62556 -1.64247 2.28397  0.09
H 4.55237 -2.18306 3.57067  0.08
H 5.89499 -1.26049 4.05698  0.08
H 2.00645 -0.65130 6.53625  0.09
H 3.41045 0.18508 5.87254  0.08
H 3.37584 -1.62262 6.00665  0.08
C -0.34049 7.51032 -2.25873  -0.21
C 0.91365 6.71297 -2.77291  -0.22
O 0.40750 5.80272 -3.65088  -0.19
S -1.02017 5.16637 -3.10761  0.79
O -0.88275 4.00980 -2.20619  -0.25
O -1.89921 5.11358 -4.25535  -0.23
O -1.42662 6.65678 -2.27136  -0.20
H -0.53995 8.38216 -2.88181  0.13
H -0.23085 7.71912 -1.19456  0.13
H 1.52131 6.29194 -1.97192  0.13
H 1.63326 7.28281 -3.36076  0.13

The HOMO energy comes out at -7.1 eV. The charge is -1. As for the spin multiplicity: 1.

---

Record 4
ORCA calculation (the ωB97M-V functional and the def2-TZVPD basis) on a 4-piece molecular cluster, C9H27BO6 overall.

Each line ends with the Löwdin charge.
Element x y z (Å)
C 1.21687 -0.25699 0.82406  -0.08
C 2.06399 0.06391 -0.42553  -0.13
B 1.81675 1.49758 -0.99979  -0.42
O 2.83498 2.43733 -0.96020  0.13
C 0.43028 2.00336 -1.61826  -0.21
C -0.71192 0.96383 -1.73391  -0.16
O -1.74081 1.23038 -0.80187  -0.18
C -2.57360 0.12470 -0.56131  -0.10
O 0.00128 3.23773 -1.06047  -0.13
C 0.08503 3.28914 0.34602  -0.10
H 0.22852 -0.62034 0.55406  0.05
H 1.09871 0.61848 1.46263  0.07
H 1.70912 -1.02254 1.41692  0.07
H 3.12046 -0.06817 -0.19676  0.10
H 1.82230 -0.66370 -1.20934  0.10
H 3.38030 2.43341 -1.74677  0.11
H 0.68978 2.26938 -2.65034  0.15
H -0.32614 -0.04522 -1.56095  0.10
H -1.13268 0.97839 -2.74411  0.13
H -2.90701 -0.34267 -1.49181  0.09
H -2.06904 -0.63624 0.04386  0.08
H -3.45103 0.48216 -0.02686  0.09
H -0.55928 4.09468 0.68977  0.09
H -0.27328 2.36458 0.79631  0.07
H 1.10701 3.49947 0.67885  0.10
C -2.09703 2.90257 3.32193  -0.15
O -2.30265 1.49977 3.19967  -0.12
H -2.01827 3.12903 4.38218  0.08
H -1.17167 3.20979 2.83042  0.05
H -2.93208 3.47030 2.90376  0.08
H -2.37084 1.29528 2.26223  0.05
C 0.02268 -3.66090 1.78569  -0.13
O 1.19503 -3.53306 0.98269  -0.14
H -0.54567 -2.74286 1.66142  0.07
H -0.59237 -4.50243 1.46164  0.08
H 0.27431 -3.77547 2.84178  0.08
H 1.71461 -4.33644 1.08194  0.09
C 0.81745 -3.42788 -2.98138  -0.17
O 0.54195 -4.07314 -1.75152  -0.13
H 0.32784 -4.00105 -3.76583  0.08
H 0.42114 -2.40692 -3.00698  0.06
H 1.88952 -3.39490 -3.19891  0.08
H 0.96548 -3.58433 -1.03494  0.03

The HOMO energy comes out at -9.2 eV. The charge is 0. As for the structure (SMILES): CCB(O)[C@@H](COC)OC.CO.CO.CO. As for the spin multiplicity: 1.

---

Record 5
ORCA calculation (the ωB97M-V functional and the def2-TZVPD basis) on an isolated ion of composition C3H9N3O and charge +2 at a distorted geometry.

Each line ends with the Löwdin charge.
Element x y z (Å)
N -1.47337 0.43189 -1.42870  0.27
C -0.30967 0.30502 -0.86381  -0.35
N 0.84617 0.59591 -1.35847  0.29
C -0.40673 -0.08101 0.60248  -0.13
N 0.56458 0.56317 1.56101  0.16
C 0.13418 -1.67598 0.61309  -0.08
O 1.24089 -1.86268 0.98060  0.15
H -2.25823 -0.09531 -1.01900  0.18
H -1.41863 0.83080 -2.38972  0.19
H 1.70343 0.28015 -0.97485  0.15
H 0.87651 1.10401 -2.20407  0.16
H -1.42811 -0.05453 0.97854  0.16
H 1.26172 -0.35501 1.68606  0.19
H 0.05400 0.82341 2.46991  0.21
H 1.14102 1.53522 1.37570  0.26
H -0.52774 -2.34505 -0.02877  0.19

The HOMO energy comes out at -20.2 eV. The charge is +2. As for the structure (SMILES): NC(=[NH2+])[C@H]([NH3+])C=O. As for the spin multiplicity: 1.

---

Record 6
ORCA calculation (the ωB97M-V functional and the def2-TZVPD basis) on C61H61BGe2HfN6O6S4 as an isolated structure.

Each line ends with the Löwdin charge.
Element x y z (Å)
Hf -1.90949 1.22024 0.09702  1.06
C 3.84068 2.02945 -4.08479  -0.04
C 2.92810 0.86683 -3.77971  -0.27
C 1.62748 0.82258 -4.25341  -0.01
C 0.76841 -0.22917 -3.94412  -0.22
C -0.64279 -0.18598 -4.48090  -0.03
C 1.21391 -1.26172 -3.11066  -0.16
C 2.55785 -1.27820 -2.68871  -0.21
C 3.16486 -2.45401 -1.95743  -0.03
C 3.38027 -0.20812 -3.02036  -0.01
C 0.28619 -2.37962 -2.73142  -0.19
C -0.07407 -3.28136 -3.73510  -0.02
C -0.82448 -4.41422 -3.45622  -0.05
C -1.18363 -4.69679 -2.14707  -0.02
C -0.86654 -3.81331 -1.12040  -0.22
C -0.18130 -2.62094 -1.41934  -0.19
Ge -0.14901 -1.30369 0.02727  0.17
S -1.96706 -1.01715 1.23595  0.31
S 0.50343 0.89836 -0.66756  0.32
Ge 1.15130 0.95456 1.61254  0.14
S -0.66493 1.81481 2.39785  0.17
S 1.46062 -1.29194 1.54026  0.38
C 2.88954 1.76601 2.08186  -0.19
C 3.12637 3.13505 1.84060  -0.21
C 4.39789 3.66442 2.06036  -0.03
C 5.42588 2.89139 2.56230  -0.05
C 5.17652 1.57222 2.88281  -0.04
C 3.93232 0.98954 2.64927  -0.20
C 3.81168 -0.41361 3.16526  -0.22
C 4.53251 -1.45092 2.55362  -0.26
C 5.28250 -1.21056 1.26926  -0.03
C 4.47049 -2.72746 3.09249  -0.02
C 3.72232 -3.00317 4.23247  -0.27
C 3.68666 -4.39391 4.81480  -0.05
C 3.03070 -1.96069 4.83357  -0.01
C 3.06240 -0.66513 4.32183  -0.23
C 2.27217 0.42805 5.00900  -0.02
C 2.12514 4.16220 1.40941  -0.15
C 1.39585 4.85444 2.38553  -0.21
C 1.41908 4.44221 3.83785  -0.04
C 0.64255 5.95605 1.99763  0.00
C 0.62857 6.40893 0.68392  -0.29
C -0.17770 7.62602 0.30447  -0.06
C 1.37007 5.71557 -0.26101  -0.02
C 2.11018 4.59033 0.07671  -0.21
C 2.89999 3.85585 -0.98562  -0.04
C -1.11192 -4.17859 0.31825  -0.17
C -0.01463 -4.51607 1.13466  -0.22
C 1.37499 -4.76804 0.59415  -0.03
C -0.21913 -4.69186 2.50025  -0.01
C -1.47624 -4.57556 3.07814  -0.25
C -1.65413 -4.67467 4.57263  -0.04
C -2.55897 -4.34839 2.23872  -0.03
C -2.39671 -4.15818 0.87239  -0.27
C -3.61372 -3.99664 -0.00428  -0.04
H 3.32679 2.79166 -4.67219  0.08
H 4.71988 1.70357 -4.64457  0.08
H 4.19510 2.49520 -3.16183  0.06
H 1.25421 1.64077 -4.86423  0.12
H -0.97262 0.84770 -4.59176  0.07
H -1.33450 -0.69630 -3.81203  0.03
H -0.70930 -0.66222 -5.46468  0.10
H 2.94432 -2.43384 -0.88925  0.05
H 4.24978 -2.43941 -2.06815  0.08
H 2.79434 -3.39733 -2.35626  0.08
H 4.41779 -0.22482 -2.69264  0.12
H 0.27600 -3.10427 -4.74746  0.13
H -1.10026 -5.09005 -4.25943  0.11
H -1.71566 -5.61244 -1.90710  0.13
H 4.55659 4.71759 1.85709  0.13
H 6.40808 3.31986 2.72602  0.11
H 5.95141 0.96411 3.33852  0.13
H 4.57928 -0.89820 0.49082  0.07
H 5.78638 -2.11971 0.93566  0.08
H 6.02664 -0.41847 1.36728  0.07
H 5.01154 -3.53500 2.60103  0.12
H 3.77616 -5.15253 4.03427  0.07
H 2.75778 -4.56912 5.36035  0.07
H 4.51423 -4.54262 5.51436  0.08
H 2.43804 -2.15952 5.72335  0.12
H 1.89641 0.08021 5.97166  0.08
H 1.40640 0.73704 4.41551  0.04
H 2.88153 1.32011 5.17318  0.09
H 0.68794 3.64868 4.01683  0.04
H 1.16191 5.28642 4.47997  0.08
H 2.39757 4.06449 4.13992  0.08
H 0.07471 6.49680 2.75249  0.12
H -1.23151 7.48844 0.56250  0.07
H -0.11371 7.82666 -0.76548  0.07
H 0.17506 8.51124 0.83862  0.08
H 1.36288 6.05169 -1.29522  0.12
H 2.71129 4.28234 -1.97315  0.08
H 2.63360 2.79442 -1.01829  0.04
H 3.97515 3.90749 -0.79128  0.08
H 1.46419 -4.53622 -0.46212  0.06
H 1.62231 -5.82379 0.72280  0.09
H 2.12308 -4.18566 1.13980  0.06
H 0.63704 -4.92467 3.13044  0.12
H -0.93816 -5.37111 5.01260  0.08
H -2.66152 -5.00187 4.83333  0.08
H -1.49232 -3.69729 5.03563  0.09
H -3.56129 -4.30036 2.65820  0.12
H -4.03426 -4.98022 -0.23976  0.09
H -3.35549 -3.50954 -0.94341  0.06
H -4.38694 -3.40784 0.49074  0.08
B -1.84607 4.22679 -0.32328  -0.44
N -3.06667 3.93502 0.59962  -0.06
C -4.05016 4.71642 1.03939  -0.05
C -4.94517 3.93939 1.76533  -0.04
C -4.42608 2.65200 1.69898  -0.11
N -3.28605 2.66477 1.00353  -0.14
N -2.21024 3.70379 -1.73489  -0.07
C -2.44523 4.33263 -2.88481  -0.06
C -2.85427 3.38742 -3.81639  -0.04
C -2.81953 2.18040 -3.12560  -0.12
N -2.42106 2.37883 -1.86646  -0.05
H -1.64159 5.40832 -0.37671  0.09
H -0.90127 3.54637 0.07290  0.05
H -4.05110 5.77345 0.82124  0.13
H -5.84879 4.25961 2.25941  0.10
H -4.80312 1.72921 2.11292  0.12
H -2.31587 5.40370 -2.96578  0.13
H -3.11831 3.54449 -4.85043  0.10
H -3.06050 1.19335 -3.48588  0.10
O -3.95434 0.47703 -0.45497  -0.11
C -3.50556 -0.28007 -1.36086  -0.64
O -2.27083 -0.28163 -1.62412  -0.20
C -4.40616 -1.18553 -2.12018  -0.09
C -3.95035 -1.76594 -3.28944  0.08
C -4.77609 -2.64969 -3.95167  -0.09
C -6.02542 -2.99016 -3.48346  0.09
C -6.44214 -2.39021 -2.31252  -0.10
C -5.66470 -1.48583 -1.62299  0.09
N -7.77816 -2.74979 -1.77231  -0.34
O -8.10909 -2.24877 -0.71693  0.09
O -8.45381 -3.52258 -2.42061  0.09
N -4.29129 -3.27048 -5.21023  -0.34
O -3.28566 -2.80421 -5.70881  0.08
O -4.92283 -4.20809 -5.65566  0.09
H -2.95444 -1.56553 -3.66431  0.11
H -6.64916 -3.70008 -4.00439  0.14
H -6.01977 -1.03193 -0.70930  0.14

The HOMO energy comes out at -7.8 eV. The charge is 0. As for the spin multiplicity: 1.